## one
Density functional theory data (ωB97M-V/def2-TZVPD) for C5H6ClFO as an isolated structure.

Structure (ORCA input):
```
! wB97M-V def2-TZVPD RIJCOSX def2/J DEFGRID3
* xyz 0 1
C 1.2962 -1.0580 0.5164
C 0.2312 -0.1394 0.1075
C 0.4298 1.2634 0.6274
C -0.8538 -0.5198 -0.6401
C -1.9493 0.2552 -1.2377
H 2.4408 -0.3586 0.8881
H 1.2497 -1.9313 -0.4683
H 0.8728 -1.7189 1.7231
H 1.0267 1.0177 1.6778
H -0.4963 1.9381 1.0472
H -1.9304 1.3499 -0.9572
O -2.8353 -0.3178 -1.8086
F -0.9260 -1.8456 -0.8968
Cl 1.4438 2.0651 -0.5789
*
```

Values from the calculation:
Orbital gap   9.2 eV
HOMO level   -9.60 eV
Lowest unoccupied orbital energy   -0.4448 eV

natural (NBO) population analysis, charges in e, atoms 1 to 5:
1 C -0.676
2 C -0.089
3 C -0.446
4 C 0.269
5 C 0.355

## two
Density functional theory data (ωB97M-V/def2-TZVPD) for the molecule C5H6ClFO.

Structure (ORCA input):
```
! wB97M-V def2-TZVPD RIJCOSX def2/J DEFGRID3
* xyz 0 1
C -0.7072 0.6542 -0.3955
C 0.1993 -0.1698 0.5263
C -0.4707 -1.4814 0.9766
C 0.3663 -2.5278 0.3224
C 1.3080 -1.8914 -0.3366
H -0.9514 0.2074 -1.3431
H 0.5089 0.4491 1.4103
H -0.3895 -1.5692 2.0420
H -1.5662 -1.4929 0.6974
H 0.2113 -3.5941 0.3187
H 2.0054 -2.2658 -1.0872
O 1.3701 -0.5308 -0.1818
F -1.8052 0.8206 0.4265
Cl 0.0761 2.2132 -0.6460
*
```

Values from the calculation:
Orbital gap   9.9 eV
HOMO level   -8.88 eV
Lowest unoccupied orbital energy   0.9660 eV

natural (NBO) population analysis, charges in e, atoms 1 to 5:
1 C 0.182
2 C 0.054
3 C -0.454
4 C -0.316
5 C 0.131

## three
Density functional theory data (ωB97M-V/def2-TZVPD) for the molecule C5H6ClFO.

Structure (ORCA input):
```
! wB97M-V def2-TZVPD RIJCOSX def2/J DEFGRID3
* xyz 0 1
C 0.3043 -2.1094 -0.1205
C 0.0293 -0.6075 0.1476
C 0.8491 0.4569 -0.2489
C 0.5717 1.8241 0.0175
C -0.6012 2.4646 0.3710
H -1.4347 -3.0173 -0.5029
H 0.1628 -2.5645 0.9877
H 1.3038 -2.1732 -0.5318
H 1.7646 0.1145 -0.8272
H 1.3062 2.4927 0.4510
H -1.5613 2.2479 -0.0007
O -0.5979 -2.5988 -1.1226
F -0.4239 3.8166 0.8215
Cl -1.6728 -0.3466 0.5582
*
```

Values from the calculation:
Orbital gap   9.1 eV
HOMO level   -8.90 eV
Lowest unoccupied orbital energy   0.1591 eV

natural (NBO) population analysis, charges in e, atoms 1 to 5:
1 C -0.114
2 C 0.001
3 C -0.255
4 C -0.327
5 C 0.266

Bottom line: two, by a margin of 211.6 kJ/mol.